{"formula": "C5H14N2", "method": "the ωB97M-V functional and the def2-TZVPD basis", "symbols": ["C", "N", "C", "C", "C", "C", "N", "H", "H", "H", "H", "H", "H", "H", "H", "H", "H", "H", "H", "H", "H"], "coordinates": [[-0.764, -0.354, 0.697], [0.265, -1.405, 0.342], [-0.369, -2.664, 0.753], [0.651, -1.312, -1.063], [-0.190, 1.017, 0.252], [0.839, 1.629, 0.997], [-0.852, 1.626, -0.764], [-1.727, -0.484, 0.153], [-0.959, -0.528, 1.754], [-1.330, -2.653, 0.210], [-0.426, -2.837, 1.824], [0.157, -3.477, 0.244], [1.297, -0.480, -1.260], [1.225, -2.197, -1.348], [-0.228, -1.210, -1.727], [0.495, 4.155, -1.392], [1.279, 2.500, 0.475], [1.127, 0.747, 0.004], [0.937, 1.797, 2.073], [-1.491, 2.332, -0.341], [0.063, 3.800, -1.883]], "forces_ev_per_angstrom": [[2.0, -0.8, -1.5], [-0.9, 0.8, 1.4], [0.4, -0.1, -2.7], [-1.1, -1.2, 0.0], [-4.9, 1.0, -0.1], [0.8, 1.6, -2.0], [-0.4, -1.4, 1.5], [0.6, 0.0, 0.1], [0.1, 0.8, 0.2], [-0.4, -0.5, 0.8], [-0.1, 0.3, 0.0], [0.2, -0.2, 0.5], [0.3, 0.6, 0.0], [-0.1, 0.0, 0.1], [0.3, -0.1, 0.1], [0.0, 0.1, -0.2], [-0.7, -0.3, 0.2], [1.4, 0.6, 2.2], [0.6, -1.8, 0.0], [1.6, 0.4, -0.6], [0.1, 0.1, 0.1]], "lumo_ha": 0.0068, "spin_multiplicity": 1, "e_above_lowest_kcal_mol": 159.2, "gap_ev": 7.7}